No. 1
8
Properties=species:S:1:pos:R:3:forces:R:3 method="wB97M-V/def2-TZVPD" relative_energy_kj_mol=93.44 total_charge=-1 smiles="O=S(=O)([S-])[C@@H](F)Cl" e_tot_ha=-1545.64407
O -0.29479 -2.02430 0.56360 0.26 1.08 0.06
S 0.40750 -0.74227 0.70988 -4.25 0.41 -0.26
O 1.64569 -0.65787 0.05430 3.10 0.01 -0.78
S 0.25874 0.05620 2.46491 0.08 0.13 0.41
C -0.52577 0.71968 -0.63343 -0.46 -1.63 2.15
F 0.28142 1.80755 -0.45685 -0.82 0.12 -0.19
Cl -0.09593 -0.10308 -2.08085 -0.28 0.04 -1.65
H -1.67686 0.94410 -0.62157 2.37 -0.16 0.25

***

No. 2
8
Properties=species:S:1:pos:R:3:forces:R:3 method="wB97M-V/def2-TZVPD" relative_energy_kj_mol=211.58 total_charge=0 e_tot_ha=-773.14752
C 0.43976 0.29047 -1.10020 -3.15 -1.67 2.63
C -0.48627 -0.21909 0.85586 2.21 1.97 -3.24
F -1.78521 -0.03819 0.58709 0.17 -0.13 0.63
I 0.03740 -2.22919 1.21847 -0.19 0.15 0.12
I 0.36374 1.26229 2.25055 -0.66 -0.80 -0.46
H 1.47973 0.06055 -0.94648 0.10 -0.35 -0.12
H -0.27733 -0.47410 -1.56544 1.62 1.30 0.25
H 0.22817 1.34727 -1.29985 -0.11 -0.48 0.20

***

No. 3
16
Properties=species:S:1:pos:R:3:forces:R:3 method="wB97M-V/def2-TZVPD" relative_energy_kj_mol=154.85 total_charge=0 smiles="C=CC.CSS" e_tot_ha=-954.72460
C -0.34407 -2.96954 -2.94177 -0.32 -0.55 -0.13
C -1.38546 -3.22872 -3.73674 0.77 1.50 0.44
C -2.69149 -3.76214 -3.25864 0.85 -1.07 0.37
H 0.63637 -2.77072 -3.35196 -0.05 0.43 -0.02
H -0.41526 -3.05115 -1.86194 0.03 -0.22 -0.02
H -1.23886 -2.93614 -4.77356 -0.28 -0.56 -0.19
H -3.58052 -3.14947 -3.33319 -0.06 0.11 -0.50
H -2.56907 -4.04720 -2.21170 -0.11 0.16 0.10
H -2.75221 -4.72636 -3.78025 -0.83 0.20 -0.05
C 1.46235 3.64559 2.09846 -0.49 -1.78 0.30
S 1.59802 1.91444 1.40006 -0.99 0.18 0.55
S -0.12589 0.95808 2.12477 0.29 0.61 -1.10
H 1.33751 4.31639 1.26059 0.63 0.42 0.17
H 0.58764 3.71191 2.74171 -0.21 -0.17 -0.22
H 2.30132 3.65773 2.78520 0.39 0.97 -0.45
H 0.32260 0.60745 3.30687 0.37 -0.24 0.75

***

No. 4
83
Properties=species:S:1:pos:R:3:forces:R:3 method="wB97M-V/def2-TZVPD" relative_energy_kj_mol=0.00 total_charge=-1 e_tot_ha=-7020.71861
Tl -1.46887 -0.14762 -1.79950 0.52 -0.22 -0.43
C 6.94310 -1.53752 -0.82789 -0.10 -0.11 0.19
C 5.88783 -2.08218 0.14685 0.01 -0.01 0.03
C 5.83712 -3.60527 -0.01032 0.00 0.31 0.04
C 6.28425 -1.75792 1.59569 0.04 -0.10 -0.20
C 4.54132 -1.43609 -0.14002 0.02 0.01 -0.02
C 3.40874 -2.15651 -0.48898 0.08 0.06 0.04
C 2.21989 -1.50071 -0.69386 -0.08 0.07 -0.05
Br 0.70158 -2.57093 -1.16828 0.21 -0.08 0.08
C 2.01643 -0.08812 -0.59009 0.37 -0.49 0.04
O 0.89219 0.43380 -0.79157 -0.63 0.40 -0.11
C 3.21571 0.63535 -0.24004 -0.21 -0.15 -0.04
C 4.39177 -0.05258 -0.03092 0.00 -0.37 -0.06
C 3.27067 2.15292 -0.07080 0.04 0.12 0.02
C 3.68371 2.48103 1.37478 -0.05 0.01 -0.19
C 1.94324 2.86322 -0.33908 0.03 0.05 0.02
C 4.31016 2.72145 -1.05285 -0.14 0.00 0.14
H 7.90391 -2.02301 -0.66358 0.20 -0.05 0.03
H 7.07668 -0.46540 -0.70971 0.01 0.14 0.01
H 6.63045 -1.72564 -1.85204 -0.02 -0.02 -0.14
H 6.80467 -4.03674 0.24159 0.12 -0.05 0.02
H 5.59740 -3.87621 -1.03575 -0.05 -0.10 -0.12
H 5.08832 -4.03642 0.64951 -0.08 -0.11 0.07
H 7.22324 -2.24210 1.86067 0.18 -0.06 0.05
H 5.50850 -2.10623 2.27388 -0.07 -0.04 0.10
H 6.39761 -0.68652 1.74130 0.01 0.12 0.03
H 3.43122 -3.22790 -0.60436 0.02 -0.12 0.00
H 5.26526 0.52051 0.23614 0.21 0.14 0.08
H 2.97225 2.03924 2.06924 -0.08 -0.04 0.09
H 3.69235 3.55972 1.52909 0.02 0.17 0.03
H 4.67195 2.09505 1.61421 0.11 -0.05 0.02
H 1.17240 2.51098 0.33899 -0.09 -0.02 0.01
H 1.59900 2.67589 -1.35129 -0.11 -0.02 -0.09
H 2.07029 3.93927 -0.20233 0.13 0.16 0.04
H 5.30334 2.31469 -0.87631 0.09 -0.03 0.02
H 4.36523 3.80567 -0.96145 0.01 0.18 0.01
H 4.02262 2.47390 -2.07287 -0.02 -0.01 -0.12
C -5.81907 1.95452 -2.15344 -0.06 -0.14 -0.07
C -6.70297 1.06351 -2.74285 0.10 0.04 0.06
C -6.35999 -0.27494 -2.81683 0.20 -0.06 0.02
C -5.12519 -0.68779 -2.30492 -0.38 0.69 -0.04
N -4.28230 0.18180 -1.74842 -0.12 -0.39 0.06
C -4.62095 1.45064 -1.66710 -0.37 0.35 -0.12
C -4.66143 -2.08322 -2.36730 0.09 -0.83 -0.10
C -5.49754 -3.14496 -2.72740 0.07 0.22 0.02
C -4.97552 -4.42488 -2.77256 0.13 0.01 0.03
C -3.63693 -4.61344 -2.46803 -0.06 0.02 -0.02
C -2.88188 -3.50095 -2.12049 -0.04 -0.42 -0.09
N -3.37873 -2.28427 -2.06746 -0.30 0.27 0.07
H -6.04169 3.00904 -2.08814 -0.02 0.07 0.05
H -7.64473 1.40591 -3.14693 -0.08 0.03 -0.03
H -7.03011 -0.97630 -3.29128 -0.02 -0.03 0.00
H -3.89089 2.09299 -1.20285 0.02 0.13 0.08
H -6.53748 -2.98130 -2.96712 -0.05 0.02 0.03
H -5.60767 -5.26030 -3.04289 0.00 -0.03 -0.01
H -3.18301 -5.59155 -2.50056 0.03 -0.09 0.02
H -1.83052 -3.59269 -1.88407 0.10 -0.04 0.05
Se -1.42654 4.40408 -4.19031 -0.03 -0.04 0.91
N -1.42472 5.49383 -2.78894 0.01 0.38 0.36
C -1.49527 4.73858 -1.69517 0.07 -0.15 -1.46
C -1.54611 5.19257 -0.36885 -0.05 -0.23 1.26
C -1.61433 4.24252 0.62253 0.07 1.52 -0.46
C -1.65524 2.87711 0.29513 -0.02 -1.00 -0.91
N -1.64444 2.42119 -0.93382 -0.02 -0.37 1.22
C -1.55153 3.31137 -1.92764 0.07 0.90 -1.13
N -1.54102 2.95310 -3.20773 -0.02 -0.48 0.10
H -1.54365 6.25272 -0.15920 0.05 0.03 0.04
H -1.65547 4.53686 1.65947 0.02 0.02 0.10
H -1.72785 2.12148 1.06640 0.03 -0.16 0.10
N -3.28641 -1.76618 8.31454 -0.01 -0.01 0.12
C -3.07099 -1.58720 7.19808 -0.20 -0.18 1.05
C -2.82254 -1.36902 5.83492 0.19 0.19 -1.15
C -3.54604 -0.38899 5.14200 0.09 -0.18 0.31
C -3.31242 -0.18040 3.80482 0.07 -0.02 -0.08
C -2.35236 -0.93945 3.11246 -0.05 -0.06 0.36
C -1.63427 -1.91952 3.81957 0.01 0.04 -0.14
C -1.86230 -2.13237 5.15696 -0.21 0.10 0.32
C -2.12530 -0.71863 1.74180 -0.06 0.07 -0.16
C -1.96928 -0.52215 0.54681 0.01 0.11 -0.25
H -4.28620 0.19335 5.67716 0.01 0.00 -0.03
H -3.86900 0.57386 3.26511 0.01 -0.02 -0.04
H -0.89392 -2.50538 3.29238 0.00 0.03 -0.05
H -1.30976 -2.88620 5.70411 0.01 0.01 -0.04

***

no.,strongest force on any atom (hartree/bohr),HOMO-LUMO gap (eV),lowest unoccupied orbital energy (eV)
1,0.0832,8.09,3.58
2,0.0860,8.19,-0.68
3,0.0364,9.66,0.49
4,0.0309,4.35,0.75